Entry 1:
C11H30Cl2N4O2Ru as an isolated structure in a non-equilibrium geometry, computed with the ωB97M-V functional and the def2-TZVPD basis.

Geometry as XYZ:
```
50
Properties=species:S:1:pos:R:3
Ru 0.1418 -0.1735 0.0675
N 0.0222 1.9378 1.1333
C -0.5190 3.0181 0.2931
C -1.5474 2.4449 -0.6523
N -0.9868 1.4018 -1.5201
C -2.0402 0.6301 -2.2095
C -2.7601 -0.3327 -1.2991
N -1.7907 -1.2935 -0.7589
C -0.0115 1.9239 -2.4920
C 1.1414 0.9696 -2.6547
N 1.7707 0.7635 -1.3413
H -0.6271 1.7487 1.8932
H 0.9157 2.2059 1.5390
H 0.2987 3.5081 -0.2324
H -1.0144 3.7840 0.8947
H -1.9758 3.2547 -1.2540
H -2.3600 2.0120 -0.0683
H -1.5738 0.0723 -3.0234
H -2.7777 1.3118 -2.6471
H -3.5399 -0.8329 -1.8790
H -3.2574 0.1815 -0.4771
H -1.4980 -1.9354 -1.4939
H -2.2195 -1.8575 -0.0280
H 0.3645 2.8882 -2.1525
H -0.4822 2.0892 -3.4643
H 1.8442 1.3824 -3.3831
H 0.8085 0.0000 -3.0288
H 2.1340 1.6446 -0.9833
H 2.5510 0.1154 -1.4342
C -2.0929 -0.3789 2.7374
O -0.7939 -0.7291 2.2375
C 0.1779 -0.8857 3.2763
C 1.4311 -1.4492 2.6704
O 1.9175 -0.5072 1.7076
C 3.3029 -0.6982 1.3814
H -2.4962 -1.1984 3.3351
H -2.7487 -0.2034 1.8868
H -2.0521 0.5118 3.3709
H -0.1993 -1.5644 4.0455
H 0.3849 0.0836 3.7436
H 1.2274 -2.4121 2.1903
H 2.1708 -1.6044 3.4588
H 3.8952 -0.7237 2.2969
H 3.6222 0.1494 0.7797
H 3.4603 -1.6330 0.8404
Cl 0.4053 -4.6272 -2.4744
C 1.6787 -4.0257 -1.4301
Cl 1.3319 -2.3376 -0.8813
H 2.6167 -3.9861 -1.9752
H 1.7493 -4.6439 -0.5411
```

As for the spin multiplicity: 2. For the LUMO energy (alpha / beta), the calculation gives -12.5 / -12.0 eV. For the HOMO-LUMO gap (alpha / beta), the calculation gives 7.00 / 7.55 eV. The charge is +3. The value obtained for the total energy is -49546.72878 eV.

=====

Entry 2:
C11H30ClILuO2P3 as an isolated structure in a non-equilibrium geometry, computed with the ωB97M-V functional and the def2-TZVPD basis.

Geometry as XYZ:
```
49
Properties=species:S:1:pos:R:3
C -3.4978 -3.3209 -3.1711
C -3.2732 -1.8073 -3.1166
H -2.6252 -3.8355 -2.7682
H -3.6215 -3.6332 -4.2121
H -4.3870 -3.6071 -2.6057
O -2.0787 -1.3799 -2.9278
I -4.2611 -1.0208 -1.3285
Lu 0.8053 -0.6829 -0.4244
P -0.9291 -1.3593 1.4683
C -0.1445 -2.1037 2.9435
C -2.0380 -0.1179 2.2014
H -2.7677 -0.5981 2.8743
H -2.7401 -2.9303 1.7750
H -2.5771 0.4225 1.4103
H -2.5381 -2.4806 0.0533
H 0.4011 -1.3500 3.5245
H -1.4373 0.6047 2.7732
C -2.0013 -2.7373 0.9844
H -0.9322 -2.5522 3.5644
H -1.3993 -3.6405 0.8088
H 0.5572 -2.8914 2.6387
P 0.0412 1.4028 -1.8431
C 1.3807 2.6038 -2.1577
C -0.6191 1.1806 -3.5178
H -2.0410 1.7511 -0.6548
H -1.6374 3.1559 -1.6982
H -0.7833 2.9128 -0.1335
C -1.2263 2.4049 -1.0023
H -1.5741 0.6343 -3.4657
H -0.7274 2.1617 -4.0008
H 1.0100 3.3587 -2.8654
H 2.2492 2.0979 -2.6021
H 0.0785 0.5621 -4.0994
H 1.6995 3.0905 -1.2255
Cl -4.1757 -1.0868 -4.5748
C 4.6716 0.0116 1.4346
P 3.1536 0.8894 1.7252
C 2.5659 0.7163 3.3942
C 3.2390 2.5988 1.2528
O 2.1288 0.1782 0.7674
H 5.4934 0.4107 2.0378
H 4.9409 0.0817 0.3726
H 4.5350 -1.0505 1.6753
H 3.3675 0.9530 4.1105
H 1.7302 1.4088 3.5719
H 2.2220 -0.3112 3.5728
H 2.3440 3.1328 1.6078
H 4.1240 3.0830 1.6938
H 3.2946 2.6890 0.1588
```

As for the spin multiplicity: 1. For the LUMO energy, the calculation gives -8.1 eV. For the HOMO-LUMO gap, the calculation gives 3.86 eV. The charge is +2. The value obtained for the total energy is -98084.88485 eV.

=====

Entry 3:
C11H30ClIMnNOP2 as an isolated structure in a non-equilibrium geometry, computed with the ωB97M-V functional and the def2-TZVPD basis.

Geometry as XYZ:
```
48
Properties=species:S:1:pos:R:3
C 0.7747 -1.8033 -0.7897
I -1.9538 1.8675 -1.0834
H 0.7026 -2.5072 -1.6336
H 0.4570 -2.2729 0.1509
H 1.7921 -1.3990 -0.7018
Mn -0.4138 -0.3139 -1.1791
P -2.3321 -1.4687 -0.2675
C -2.5577 -1.2612 1.5348
C -3.9580 -1.0295 -0.9860
H -4.6913 -1.8124 -0.7435
H -3.2510 -3.7147 -0.1770
H -3.8525 -0.9445 -2.0738
H -2.1169 -3.5056 -1.5481
H -2.6673 -0.1951 1.7688
H -4.2849 -0.0618 -0.5885
C -2.2928 -3.2800 -0.4900
H -3.4530 -1.8056 1.8683
H -1.4802 -3.7178 0.1003
H -1.6785 -1.6445 2.0694
P 1.3244 0.9982 -2.2220
C 2.3664 2.0338 -1.1340
C 2.5576 -0.0001 -3.1193
H -0.0288 1.6503 -4.1198
H 1.5797 2.4561 -4.1434
H 0.2763 3.0316 -3.0327
C 0.7310 2.1554 -3.5109
H 2.0419 -0.6986 -3.7865
H 3.2103 0.6576 -3.7069
H 3.1514 2.5282 -1.7247
H 2.8341 1.4029 -0.3672
H 3.1613 -0.5750 -2.4090
H 1.7470 2.7893 -0.6348
Cl -0.9877 -1.1017 -3.2677
C 1.2664 1.2964 4.0981
N 1.0147 0.4793 2.9186
C 1.3525 -0.9356 2.9678
C 0.5166 0.9994 1.7811
C 0.1780 2.4494 1.7927
O 0.3600 0.2324 0.7867
H 1.6921 0.6468 4.8708
H 0.3343 1.7495 4.4758
H 1.9806 2.1051 3.8686
H 0.4687 -1.5787 2.8400
H 2.0860 -1.2087 2.1961
H 1.7826 -1.1276 3.9510
H -0.2969 2.7298 0.8448
H -0.5286 2.6537 2.6096
H 1.0853 3.0510 1.9469
```

As for the spin multiplicity: 5. For the LUMO energy (alpha / beta), the calculation gives -8.8 / -10.5 eV. For the HOMO-LUMO gap (alpha / beta), the calculation gives 7.01 / 5.47 eV. The charge is +2. The value obtained for the total energy is -85938.22698 eV.

=====

Entry 4:
C11H30IOP2PdSi as an isolated structure in a non-equilibrium geometry, computed with the ωB97M-V functional and the def2-TZVPD basis.

Geometry as XYZ:
```
47
Properties=species:S:1:pos:R:3
C -2.1031 2.0720 -2.3568
I -1.7050 3.0985 -0.4332
H -1.8156 1.0145 -2.3933
H -1.5600 2.6561 -3.1092
H -3.1924 2.1706 -2.4855
Pd -0.5409 0.7951 -0.3939
P 1.3837 0.7170 -1.6900
C 2.3574 2.2477 -1.4867
C 2.6588 -0.5828 -1.7635
H 3.3936 -0.3021 -2.5316
H 1.6033 0.9286 -4.0816
H 2.1837 -1.5296 -2.0481
H 0.3411 -0.2556 -3.6073
H 2.8461 2.2477 -0.4992
H 3.1762 -0.7068 -0.8060
C 0.7708 0.7316 -3.4006
H 3.1146 2.2811 -2.2862
H -0.0070 1.4866 -3.5265
H 1.6885 3.1166 -1.5576
P -2.1488 -0.6813 0.4552
C -3.0977 0.0405 1.8353
C -3.3193 -0.8376 -0.9184
H -1.5378 -3.0028 0.1520
H -2.9344 -2.8315 1.2498
H -1.2916 -2.5122 1.8549
C -1.9501 -2.4233 0.9848
H -2.8658 -1.4854 -1.6817
H -4.2583 -1.2842 -0.5691
H -3.9806 -0.5855 2.0275
H -3.4116 1.0565 1.5714
H -3.5221 0.1402 -1.3685
H -2.4733 0.0835 2.7381
C 0.2946 1.2264 1.3758
O 0.3607 2.1609 2.1180
C 1.4383 -2.1039 1.0122
Si 1.3089 -0.4758 1.8874
C 0.4337 -0.7213 3.5083
C 2.9810 0.3314 1.9590
H 0.4925 -2.6520 0.9118
H 2.0891 -2.6396 1.7259
H 1.9364 -2.0678 0.0350
H 1.2303 -1.0614 4.1846
H 0.0009 0.2066 3.9128
H -0.3498 -1.4870 3.4646
H 3.4540 -0.1339 2.8352
H 3.5962 0.1339 1.0729
H 2.9308 1.4197 2.1223
```

As for the spin multiplicity: 5. For the LUMO energy (alpha / beta), the calculation gives -10.4 / -14.4 eV. For the HOMO-LUMO gap (alpha / beta), the calculation gives 6.81 / 5.95 eV. The charge is +3. The value obtained for the total energy is -51944.77837 eV.

=====

Entry 5:
A 3-piece molecular cluster, C11H31N2O3P overall in a non-equilibrium geometry, computed with the ωB97M-V functional and the def2-TZVPD basis.

Geometry as XYZ:
```
48
Properties=species:S:1:pos:R:3
C 0.3892 1.8772 -3.4497
O -0.5232 2.5300 -2.5803
C 0.0069 3.6907 -1.9318
C -0.0298 4.9731 -2.7950
C 1.0584 5.0191 -3.8643
N -1.3397 5.1527 -3.4385
H 1.4190 1.9298 -3.0850
H 0.3165 2.2986 -4.4534
H 0.0995 0.8243 -3.5145
H -0.6336 3.8559 -1.0580
H 1.0135 3.4936 -1.5448
H 0.1420 5.8240 -2.1243
H 0.8422 4.3692 -4.7160
H 1.1600 6.0365 -4.2600
H 2.0291 4.7274 -3.4493
H -2.0541 5.2166 -2.7120
H -1.5637 4.2772 -3.9203
C -0.3114 -1.6860 3.1678
O 1.0399 -1.2524 3.1432
C 1.7468 -1.4531 4.3715
C 2.2987 -2.8853 4.5600
C 1.2316 -3.9020 4.9564
N 2.9867 -3.3615 3.3510
H -0.7765 -1.5373 4.1464
H -0.3738 -2.7336 2.8695
H -0.8673 -1.1011 2.4291
H 2.6003 -0.7668 4.3335
H 1.1361 -1.1403 5.2265
H 3.0287 -2.8494 5.3780
H 0.5943 -4.1950 4.1182
H 1.7009 -4.8186 5.3329
H 0.5904 -3.5082 5.7523
H 3.7604 -2.7281 3.1448
H 2.3465 -3.2241 2.5634
C 0.5174 -1.7769 -1.0456
P -1.3259 -1.2672 -1.0893
C -3.2290 -0.9448 -1.1630
C -3.9681 -2.4405 -1.2794
O -3.9738 -3.3322 -0.2507
H 0.6298 -2.7957 -1.6564
H 1.2573 -1.0078 -1.5287
H 0.7654 -2.0498 0.0759
H -1.4677 -1.9440 -2.3832
H -1.0391 0.1487 -0.9874
H -1.5739 -2.0960 0.0826
H -3.5576 -0.3738 -2.1538
H -3.6364 -0.3027 -0.2713
H -4.4628 -2.7703 -2.2972
```

As for the spin multiplicity: 1. For the LUMO energy, the calculation gives 0.2 eV. For the HOMO-LUMO gap, the calculation gives 8.82 eV. The value obtained for the total energy is -30315.24651 eV.